# C52H132BHgN12O20

A structure of composition C52H132BHgN12O20 in a non-equilibrium geometry (ωB97M-V with the def2-TZVPD basis set, OMol25).

Geometry as XYZ:
```
218
Properties=species:S:1:pos:R:3:mulliken_charge:R:1
Hg 7.601 22.924 28.309 0.67
O 0.206 22.664 16.216 -0.31
O 6.765 19.047 19.672 -0.40
O 2.451 15.299 24.562 -0.32
O 6.118 25.449 26.199 -0.25
O 9.151 18.903 17.117 -0.63
O 9.234 26.249 16.184 -0.35
O 13.246 9.272 26.845 -0.31
O 16.893 19.802 16.594 -0.26
O 9.931 20.381 29.431 -0.20
O 6.174 18.619 17.500 -0.62
O 9.122 17.935 23.474 -0.66
O 8.408 18.141 21.259 -0.33
O 13.948 14.387 19.101 -0.31
O 8.046 20.479 21.178 -0.43
O 16.757 22.855 24.291 -0.35
O 9.072 19.368 19.275 -0.46
O 8.713 17.210 8.176 -0.38
O -0.566 13.957 14.163 -0.35
O 8.479 20.820 23.431 -0.63
O 8.343 11.869 18.429 -0.33
N 7.291 25.577 19.205 -0.71
N 20.427 18.890 16.218 -0.69
N 14.338 12.044 27.336 -0.74
N -3.183 12.197 16.272 -0.70
N 8.902 25.910 26.920 -0.52
N 7.413 19.335 28.995 -0.47
N 14.237 24.149 23.721 -0.72
N 2.986 23.361 16.168 -0.69
N 14.519 13.682 21.707 -0.77
N 6.836 16.459 11.230 -0.72
N 2.448 17.017 27.896 -0.66
N 9.651 10.946 20.809 -0.57
C 6.735 26.641 25.795 -0.79
C 16.182 22.846 23.021 -0.65
C 19.633 20.672 17.685 -1.40
C 2.671 25.161 14.688 -1.41
C 8.644 28.301 26.379 -1.47
C 5.092 24.990 25.239 -0.77
C 14.205 14.703 17.726 -0.73
C 8.292 12.510 17.187 -0.75
C 8.138 26.480 18.377 0.50
C -2.817 14.559 16.313 -1.40
C -0.930 21.990 15.708 -0.72
C -2.610 13.335 15.467 0.54
C 9.101 27.240 19.275 -1.44
C 18.122 19.696 15.900 -0.74
C 1.099 15.137 27.218 -1.36
C 2.377 15.923 26.929 0.42
C 13.176 11.457 27.952 0.52
C 12.684 8.394 25.955 -0.75
C 2.552 16.424 25.427 -0.68
C 8.102 12.229 22.072 -1.41
C 7.640 17.539 30.608 -1.34
C 8.617 16.996 9.556 -0.75
C 0.781 23.547 15.185 -0.64
C 8.904 25.520 17.355 -0.66
C 8.678 18.602 22.483 0.70
C 14.129 23.010 21.537 -1.42
C 14.209 15.420 20.047 -0.71
C 7.247 17.376 10.109 0.61
C 8.334 12.637 19.566 -0.63
C 0.217 15.053 14.816 -0.67
C -1.129 13.061 15.070 -0.71
C 9.626 19.180 30.056 -0.74
C 15.831 20.196 15.738 -0.83
C 8.541 19.082 18.160 0.63
C 8.087 18.988 30.262 0.18
C 1.967 24.302 15.719 0.38
C 10.126 17.375 7.673 -0.76
C 11.294 20.474 29.006 -0.77
C 14.629 22.932 22.967 0.44
C 8.400 20.122 22.422 0.52
C 7.003 18.891 18.381 0.62
C 7.871 27.019 26.765 0.40
C 12.251 12.625 28.396 -1.42
C 13.817 14.900 21.411 0.47
C 7.180 18.781 10.677 -1.51
C 19.262 19.407 16.908 0.30
C 12.496 10.481 27.021 -0.79
C 9.847 25.398 15.247 -0.76
C 14.199 15.861 22.490 -1.48
C 2.732 15.616 23.215 -0.76
C 8.395 11.627 20.715 0.46
C 18.181 22.640 24.381 -0.77
B 8.081 19.256 20.328 0.91
H 7.159 26.493 24.802 0.37
H 3.815 15.573 23.099 0.27
H 7.572 10.936 20.534 0.24
H 3.414 25.860 15.072 0.34
H 9.048 13.272 16.999 0.29
H 20.330 20.399 18.478 0.39
H 7.758 18.624 28.366 0.29
H 14.749 24.069 24.588 0.33
H 8.851 12.839 22.578 0.31
H 18.513 20.525 15.309 0.28
H 15.263 15.697 20.029 0.41
H 8.256 24.710 17.019 0.41
H 1.224 14.251 26.596 0.32
H 13.387 15.257 17.266 0.26
H 4.365 25.753 24.962 0.30
H 10.043 25.976 14.344 0.26
H 8.552 27.928 19.917 0.33
H 6.539 17.086 11.964 0.27
H 13.893 15.544 23.487 0.31
H 11.719 8.047 26.326 0.30
H 13.464 16.168 19.777 0.35
H 16.669 23.716 22.582 0.33
H 21.034 18.326 16.795 0.26
H 9.077 24.660 15.023 0.34
H 0.585 14.674 15.769 0.31
H 9.945 10.645 19.891 0.32
H 9.563 28.496 26.932 0.45
H 11.467 10.317 27.342 0.41
H 6.020 27.463 25.781 0.36
H 0.081 24.327 14.888 0.35
H 9.437 17.544 10.020 0.41
H -2.322 14.604 17.283 0.31
H 1.137 15.211 14.252 0.28
H 3.161 22.766 15.370 0.26
H -1.384 21.424 16.522 0.26
H 12.063 20.630 29.763 0.33
H 12.748 14.691 21.416 0.31
H -2.527 12.032 17.021 0.27
H 14.896 11.234 27.106 0.34
H 3.399 17.088 25.259 0.38
H 1.070 22.930 14.334 0.35
H 11.384 12.282 28.961 0.38
H 18.570 23.237 25.205 0.26
H 7.775 11.479 22.793 0.36
H 20.047 21.535 17.163 0.35
H 11.544 21.332 28.382 0.27
H 5.649 24.539 24.418 0.35
H 8.842 28.217 25.311 0.39
H 14.266 22.038 23.474 0.31
H -3.213 13.445 14.566 0.30
H -0.679 21.264 14.934 0.30
H 15.284 15.910 22.578 0.35
H 14.408 13.183 20.836 0.33
H 9.893 18.345 29.408 0.37
H 6.582 17.265 9.253 0.20
H -2.514 15.435 15.738 0.35
H 15.968 21.127 15.188 0.33
H 2.377 16.612 22.951 0.33
H 10.601 18.314 7.957 0.32
H 1.711 17.684 27.715 0.26
H 10.736 16.523 7.970 0.32
H -3.182 11.334 15.746 0.27
H -1.655 22.694 15.299 0.29
H 8.004 29.170 26.535 0.35
H 3.178 15.198 27.075 0.23
H 0.148 15.624 27.001 0.32
H 6.687 25.164 18.509 0.28
H 9.614 26.331 27.500 0.26
H 17.949 18.895 15.182 0.42
H 8.249 17.179 31.437 0.36
H 13.047 23.136 21.527 0.36
H 7.180 19.547 9.901 0.36
H 1.747 24.881 16.615 0.29
H 1.645 16.955 25.139 0.30
H 9.517 25.831 26.123 0.26
H 20.951 19.712 15.954 0.27
H 2.241 16.591 28.788 0.29
H 15.096 15.328 17.779 0.29
H 7.793 19.682 31.049 0.26
H 7.755 16.873 29.754 0.39
H 7.724 16.122 11.576 0.26
H 6.616 17.461 30.975 0.39
H 6.275 18.871 11.278 0.43
H 10.156 17.484 6.589 0.27
H 7.561 27.259 17.880 0.31
H 8.067 19.027 11.260 0.33
H 7.814 24.766 19.505 0.26
H 18.802 18.651 17.544 0.35
H 9.144 13.366 19.528 0.34
H 12.536 8.813 24.960 0.31
H 7.360 13.124 19.630 0.36
H 2.009 25.917 14.267 0.38
H -0.348 15.975 14.951 0.23
H 11.592 19.575 28.467 0.31
H -3.892 14.722 16.381 0.36
H 3.116 24.660 13.828 0.32
H 2.201 15.031 22.464 0.28
H 1.172 14.898 28.279 0.43
H 10.051 18.967 31.037 0.33
H 16.524 21.897 22.608 0.35
H 14.609 23.862 21.054 0.33
H 9.828 25.124 17.775 0.34
H 14.621 24.990 23.315 0.28
H 13.915 16.912 22.432 0.37
H 15.491 13.938 21.601 0.29
H 11.966 13.151 27.485 0.29
H 18.754 22.788 23.465 0.35
H 2.530 22.681 16.760 0.29
H 7.522 27.168 27.787 0.28
H 10.813 24.944 15.466 0.28
H -0.516 12.750 15.916 0.44
H -1.304 12.145 14.507 0.28
H 8.992 15.997 9.778 0.39
H 14.214 22.096 20.950 0.37
H 14.172 12.415 26.412 0.25
H 13.347 7.566 25.705 0.27
H 7.176 12.800 22.006 0.37
H 13.398 10.885 28.853 0.29
H 7.349 13.035 17.041 0.31
H 18.267 21.595 24.679 0.28
H 9.744 27.817 18.610 0.36
H 8.290 11.764 16.393 0.27
H 10.305 11.633 21.158 0.25
H 14.869 20.406 16.205 0.28
H 15.627 19.461 14.960 0.32
H 18.781 20.989 18.286 0.35
H 12.314 10.939 26.049 0.34
H 6.464 18.992 29.036 0.27
H 9.725 26.594 19.893 0.32
H 4.614 24.151 25.745 0.25
H 14.498 13.787 17.214 0.25
H 12.800 13.348 29.001 0.37
```

DFT total energy ... -119726.7386 eV
Molar mass ... 1457.094 g mol⁻¹
LUMO energy ... -0.3433 Eh
Gap between HOMO and LUMO ... 0.86 eV
Charge ... +1
HOMO level ... -10.2 eV
Max |F| ... 5.58 eV/A
ΔE to the lowest compared entry with this formula, charge and spin ... 331.5 kcal/mol